## A
The ion C7H12NOS with charge +1. Source: OMol25; level of theory: ωB97M-V/def2-TZVPD.

Calculated values
Total charge = +1
Orbital gap = 0.327 hartree
2S+1 = 1
LUMO level = -3.83 eV
HOMO = -12.7377 eV

Each line ends with the natural charge from an NBO analysis.
Atoms and positions in Å:
C: 0.5036 2.4952 -0.2519  -0.22
C: 0.6270 0.3207 0.2632  0.27
C: -1.0171 0.6928 0.5012  -0.22
C: 1.1351 -1.0457 0.5746  -0.68
C: -2.4341 -1.0218 -0.6636  -0.65
C: 2.5862 1.3904 -0.4239  -0.40
C: -2.3130 -0.1564 0.5662  0.06
N: 1.2328 1.4142 -0.1325  -0.29
O: -3.2033 0.8595 0.6346  -0.73
S: -1.1678 2.2679 -0.0571  0.72
H: 0.8481 3.4652 -0.4193  0.26
H: 0.6880 -1.4745 1.4592  0.27
H: 1.0302 -1.7454 -0.3054  0.26
H: 2.2354 -0.8894 0.7272  0.24
H: -2.9359 -0.7735 -1.6299  0.26
H: -3.1631 -1.8325 -0.2896  0.23
H: -1.4739 -1.4746 -0.7463  0.21
H: 3.2014 1.3188 0.4016  0.23
H: 2.8150 0.6686 -1.0858  0.23
H: 2.7192 2.2627 -0.9681  0.23
H: -2.3418 -0.7564 1.5023  0.21
H: -4.0504 0.6602 1.2174  0.52

***

## B
The ion C7H12NOS with charge +1. Source: OMol25; level of theory: ωB97M-V/def2-TZVPD.

Calculated values
Total charge = +1
Orbital gap (spin up / spin down) = 0.249 / 0.263 hartree
2S+1 = 1
LUMO level (spin up / spin down) = -6.36 / -5.91 eV
HOMO (spin up / spin down) = -13.1489 / -13.0647 eV

Each line ends with the natural charge from an NBO analysis.
Atoms and positions in Å:
C: -1.3047 1.2993 -0.9046  -0.36
C: -1.8613 0.0389 -0.6217  0.20
C: 1.1841 0.7041 0.0394  0.08
C: -3.1547 -0.2532 -1.3525  -0.66
C: 3.3517 1.5313 0.7822  -0.61
C: -1.5679 -2.1697 0.3522  -0.46
C: 2.2976 0.3991 0.9004  -0.08
N: -1.3089 -0.8082 0.1558  -0.27
O: 2.8140 -0.8598 0.5775  -0.68
S: 0.2294 1.8930 -0.4338  0.71
H: -1.8863 2.0707 -1.3789  0.26
H: -3.8441 -0.7596 -0.6803  0.24
H: -3.6197 0.6491 -1.7334  0.24
H: -2.9343 -0.9149 -2.1902  0.25
H: 4.1754 1.3126 1.4580  0.24
H: 2.9214 2.4887 1.0541  0.23
H: 3.7270 1.5766 -0.2362  0.23
H: -0.6070 -2.6883 0.4000  0.25
H: -2.0411 -2.3010 1.3301  0.25
H: -2.1799 -2.6283 -0.4315  0.20
H: 1.9210 0.3922 1.9458  0.25
H: 3.6884 -0.9726 0.9676  0.49

***

Ordering by calculated energy gives the sequence A, B, with the first entry being the most stable.

***

## A
A cluster of 2 separate species, C3H13N2O in total. Source: OMol25; level of theory: ωB97M-V/def2-TZVPD.

Calculated values
Total charge = +1
Orbital gap = 0.382 hartree
2S+1 = 1
LUMO level = -3.25 eV
HOMO = -13.6326 eV

Each line ends with the natural charge from an NBO analysis.
Atoms and positions in Å:
N: -1.3693 -1.3617 -0.0626  -0.77
C: 0.1189 -1.5165 0.1996  -0.25
C: 0.9906 -0.5183 -0.6240  -0.25
N: 0.6641 0.8330 -0.3448  -0.67
C: 1.4772 1.2885 0.9130  -0.45
H: -1.3848 -0.2766 -0.2870  0.50
H: -1.7188 -1.8884 -0.9169  0.45
H: -1.9581 -1.4719 0.8458  0.45
H: 0.3375 -1.3286 1.3406  0.23
H: 0.4990 -2.5441 0.0313  0.24
H: 2.0836 -0.8967 -0.7023  0.22
H: 0.7035 -0.7708 -1.7030  0.20
H: 0.9546 1.4791 -1.1475  0.39
H: 0.9214 1.2808 1.8855  0.21
H: 1.7494 2.2766 0.7552  0.22
H: 2.4672 0.8666 0.9746  0.20
H: -2.8781 1.4706 0.0111  0.50
H: -1.5240 1.9153 -0.5791  0.51
O: -2.1339 1.1630 -0.5897  -0.94

***

## B
A cluster of 2 separate species, C3H13N2O in total. Source: OMol25; level of theory: ωB97M-V/def2-TZVPD.

Calculated values
Total charge = +1
Orbital gap = 0.356 hartree
2S+1 = 1
LUMO level = -3.25 eV
HOMO = -12.9472 eV

Each line ends with the natural charge from an NBO analysis.
Atoms and positions in Å:
N: 0.2274 -1.4061 0.1935  -0.70
C: 0.6955 -0.1087 -0.4496  -0.05
C: 1.4522 -0.4180 -1.7215  -0.63
C: -0.4471 0.8827 -0.6379  -0.23
N: -0.0362 2.2036 -0.2787  -0.86
H: -0.3636 -1.1698 1.0126  0.47
H: -0.2696 -2.0516 -0.4181  0.43
H: 1.0406 -1.9016 0.5737  0.43
H: 1.3515 0.3201 0.3169  0.23
H: 0.8076 -1.0076 -2.3858  0.21
H: 1.7984 0.4776 -2.2141  0.26
H: 2.3030 -1.0492 -1.4993  0.22
H: -1.2964 0.5671 -0.0280  0.19
H: -0.7691 0.8087 -1.6821  0.21
H: 0.1004 2.8795 -1.0086  0.39
H: -0.4266 2.5955 0.5584  0.39
H: -1.4474 -1.5436 2.9929  0.51
H: -2.2618 -0.3485 2.3311  0.51
O: -1.4111 -0.7850 2.4024  -0.97

***

## C
A cluster of 2 separate species, C3H13N2O in total. Source: OMol25; level of theory: ωB97M-V/def2-TZVPD.

Calculated values
Total charge = +1
Orbital gap = 0.416 hartree
2S+1 = 1
LUMO level = -2.99 eV
HOMO = -14.2987 eV

Each line ends with the natural charge from an NBO analysis.
Atoms and positions in Å:
C: 0.5141 -0.6781 0.4135  -0.27
N: 1.1006 -1.4549 -0.6726  -0.86
C: 0.4877 0.7992 -0.0077  -0.21
N: 0.1310 0.8818 -1.5014  -0.51
C: -0.9393 1.8660 -1.8170  -0.42
H: 0.9491 -0.6544 1.4071  0.23
H: -0.4896 -0.9201 0.6669  0.22
H: 2.1099 -1.3842 -0.5683  0.38
H: 0.9013 -2.4359 -0.5133  0.39
H: 1.3913 1.3930 0.0698  0.22
H: -0.3506 1.2966 0.4739  0.22
H: 0.9608 1.1122 -2.0405  0.43
H: -0.1568 -0.0820 -1.7036  0.46
H: -1.1623 1.7882 -2.8784  0.24
H: -0.6577 2.8596 -1.4885  0.24
H: -1.8539 1.5667 -1.3071  0.23
H: -1.1470 -1.8559 3.8238  0.48
H: -1.8930 -0.7765 3.1605  0.47
O: -1.0240 -1.2038 3.1283  -0.95

***

Ordering by calculated energy gives the sequence B, C, A, with the first entry being the most stable.

***

## A
A cluster of 2 separate species, C2H5BrS in total. Source: OMol25; level of theory: ωB97M-V/def2-TZVPD.

Calculated values
Total charge = 0
Orbital gap (spin up / spin down) = 0.220 / 0.222 hartree
2S+1 = 1
LUMO level (spin up / spin down) = -3.64 / -3.64 eV
HOMO (spin up / spin down) = -9.6265 / -9.6918 eV

Each line ends with the natural charge from an NBO analysis.
Atoms and positions in Å:
C: 1.0555 0.6882 -0.1415  -0.62
C: 0.0655 -0.3996 -0.2952  -0.57
S: -1.6983 0.1210 -0.2586  0.32
Br: -3.4145 -1.5275 1.8845  -0.29
H: 0.8101 1.3501 -0.8638  0.21
H: 1.0367 1.2556 0.7021  0.22
H: 2.0286 0.3264 -0.2578  0.22
H: -0.0047 -1.0409 0.6088  0.27
H: 0.1213 -0.7732 -1.3784  0.24

***

## B
A cluster of 2 separate species, C2H5BrS in total. Source: OMol25; level of theory: ωB97M-V/def2-TZVPD.

Calculated values
Total charge = 0
Orbital gap = 0.377 hartree
2S+1 = 1
SMILES = C=CBr.S
LUMO level = 0.79 eV
HOMO = -9.4590 eV

Each line ends with the natural charge from an NBO analysis.
Atoms and positions in Å:
C: -0.6508 -1.1957 -0.1045  -0.42
C: -1.2258 -0.2762 0.5887  -0.26
Br: -2.7470 0.7252 0.0781  0.02
H: 0.3398 -1.3730 0.3163  0.22
H: -1.0612 -1.6158 -0.9895  0.22
H: -0.8555 0.1397 1.5531  0.21
S: 2.1605 0.5835 -0.4334  -0.27
H: 1.5306 1.5252 0.2517  0.14
H: 2.5093 1.4870 -1.2605  0.13

***

Ordering by calculated energy gives the sequence B, A, with the first entry being the most stable.

***

## A
A structure of composition C28H28BF5N2O8RuSTe. Source: OMol25; level of theory: ωB97M-V/def2-TZVPD.

Calculated values
Total charge = -1
Orbital gap (spin up / spin down) = 0.244 / 0.239 hartree
2S+1 = 2
LUMO level (spin up / spin down) = 1.32 / 1.20 eV
HOMO (spin up / spin down) = -5.3075 / -5.3078 eV

Each line ends with the Löwdin charge.
Atoms and positions in Å:
Ru: -1.0622 -0.0363 -2.1210  1.48
C: -2.2574 2.6003 -0.6280  -0.01
O: -1.8705 1.2163 -0.5371  -0.21
C: -2.1212 0.5266 0.6120  -0.22
C: -2.5510 1.1178 1.7884  0.00
C: -2.7742 0.3198 2.9015  -0.08
C: -2.5727 -1.0518 2.8421  -0.09
C: -2.1427 -1.6391 1.6633  -0.01
C: -1.9166 -0.8537 0.5444  -0.16
N: -1.4549 -1.3535 -0.7045  -0.11
N: -1.1843 -2.5812 -0.7512  0.12
C: -0.7057 -3.1984 -1.8578  -0.12
C: -0.4183 -2.6067 -3.1206  -0.29
O: -0.5524 -1.3737 -3.4436  -0.18
C: 0.0711 -3.4542 -4.1783  0.01
C: 0.2679 -4.7722 -3.9999  -0.02
C: -0.0034 -5.4084 -2.7446  -0.18
C: 0.2092 -6.7873 -2.5741  -0.05
C: -0.0482 -7.3966 -1.3724  -0.10
C: -0.5291 -6.6245 -0.3067  -0.09
C: -0.7429 -5.2756 -0.4544  -0.03
C: -0.4846 -4.6286 -1.6784  -0.09
H: -1.6674 3.1951 0.0630  0.10
H: -3.3259 2.6757 -0.4249  0.11
H: -2.0405 2.9026 -1.6444  0.10
H: -2.6959 2.1860 1.8418  0.12
H: -3.1033 0.7812 3.8232  0.10
H: -2.7480 -1.6662 3.7150  0.10
H: -1.9795 -2.7041 1.5922  0.10
H: 0.2886 -2.9595 -5.1152  0.12
H: 0.6473 -5.3804 -4.8135  0.11
H: 0.5823 -7.3615 -3.4145  0.11
H: 0.1179 -8.4587 -1.2471  0.09
H: -0.7359 -7.0943 0.6470  0.10
H: -1.1138 -4.6920 0.3745  0.09
C: 3.0788 1.5774 5.1487  -0.08
C: 3.0568 2.8910 4.3654  -0.56
C: 2.2890 3.9329 5.1916  -0.05
C: 4.5088 3.3588 4.1942  -0.06
C: 2.3797 2.7434 3.0010  -0.19
C: 1.6948 1.5942 2.6334  -0.04
C: 1.0399 1.4817 1.3961  0.01
C: 1.0893 2.5547 0.5431  -0.22
O: 0.5368 2.6845 -0.6911  0.00
B: 0.9225 4.0548 -1.1837  -1.09
O: 1.7005 4.6469 -0.0800  0.17
C: 1.7804 3.7223 0.8922  -0.21
C: 2.4170 3.8294 2.1062  0.05
H: 3.6148 1.7227 6.0895  0.08
H: 3.5823 0.7877 4.5878  0.09
H: 2.0713 1.2355 5.3916  0.08
H: 2.7608 4.0758 6.1684  0.08
H: 1.2579 3.6105 5.3484  0.09
H: 2.2644 4.8953 4.6783  0.08
H: 5.0058 3.4061 5.1669  0.08
H: 4.5664 4.3500 3.7445  0.07
H: 5.0638 2.6684 3.5564  0.09
H: 1.6584 0.7444 3.3004  0.09
H: 0.5248 0.5723 1.1160  0.10
H: 2.9298 4.7510 2.3502  0.12
F: 1.7222 3.8726 -2.3530  0.02
Te: 1.7235 1.2936 -2.9654  1.98
F: 2.2502 2.1904 -4.5473  -0.49
F: 0.8185 -0.2810 -1.4820  -0.54
F: 2.2596 -0.3074 -3.8413  -0.50
F: -0.1789 4.8169 -1.5182  0.16
O: -0.0302 1.2830 -3.4202  -0.71
C: -3.2680 -0.5840 -5.1343  -0.14
S: -3.7084 -0.1797 -3.4679  0.43
O: -5.0684 0.2852 -3.4849  -0.31
O: -3.4098 -1.3492 -2.6483  -0.36
O: -2.7243 0.8937 -3.0752  -0.44
H: -3.8036 -1.4914 -5.4047  0.07
H: -2.1925 -0.7404 -5.1751  0.05
H: -3.5668 0.2430 -5.7739  0.07

***

## B
A structure of composition C28H28BF5N2O8RuSTe. Source: OMol25; level of theory: ωB97M-V/def2-TZVPD.

Calculated values
Total charge = -1
Orbital gap (spin up / spin down) = 0.256 / 0.254 hartree
2S+1 = 2
LUMO level (spin up / spin down) = 1.41 / 1.14 eV
HOMO (spin up / spin down) = -5.5436 / -5.7788 eV

Each line ends with the Löwdin charge.
Atoms and positions in Å:
Ru: 0.0602 2.8276 -0.2069  1.51
C: -1.0600 5.3794 -2.0275  -0.04
O: -0.7004 3.9875 -1.9152  -0.19
C: -0.8590 3.1972 -3.0154  -0.20
C: -1.5248 3.5988 -4.1625  -0.01
C: -1.6386 2.7142 -5.2266  -0.08
C: -1.0976 1.4398 -5.1484  -0.09
C: -0.4304 1.0434 -4.0003  -0.01
C: -0.2975 1.9230 -2.9393  -0.15
N: 0.3684 1.6050 -1.7243  -0.09
N: 0.9922 0.5026 -1.7223  0.13
C: 1.5423 -0.0245 -0.6110  -0.13
C: 1.3760 0.4598 0.7178  -0.29
O: 0.7269 1.5030 1.0655  -0.13
C: 1.9203 -0.3152 1.8065  0.02
C: 2.5619 -1.4755 1.5952  -0.02
C: 2.7254 -2.0161 0.2746  -0.17
C: 3.3553 -3.2554 0.0767  -0.05
C: 3.4937 -3.7820 -1.1838  -0.10
C: 3.0059 -3.0619 -2.2814  -0.09
C: 2.3906 -1.8446 -2.1071  -0.02
C: 2.2263 -1.2954 -0.8231  -0.09
H: -2.1364 5.4599 -2.1631  0.09
H: -0.5084 5.8150 -2.8612  0.11
H: -0.7695 5.8337 -1.0933  0.07
H: -1.9639 4.5824 -4.2257  0.11
H: -2.1683 3.0270 -6.1171  0.10
H: -1.2054 0.7496 -5.9745  0.10
H: -0.0151 0.0509 -3.9031  0.10
H: 1.7659 0.0916 2.7972  0.13
H: 2.9595 -2.0381 2.4325  0.11
H: 3.7281 -3.7923 0.9422  0.11
H: 3.9767 -4.7397 -1.3296  0.09
H: 3.1158 -3.4651 -3.2807  0.10
H: 2.0230 -1.2931 -2.9602  0.10
C: -0.5194 -5.7834 1.9542  -0.07
C: -0.7416 -4.4377 2.6449  -0.56
C: -1.8839 -4.6014 3.6560  -0.05
C: 0.5493 -4.0717 3.3900  -0.05
C: -1.0865 -3.3234 1.6546  -0.18
C: -1.1333 -3.5367 0.2815  -0.03
C: -1.4272 -2.5120 -0.6273  0.02
C: -1.6724 -1.2674 -0.1106  -0.20
O: -1.9269 -0.0968 -0.7610  0.20
B: -1.9855 0.8974 0.2480  -0.88
O: -1.8541 0.2848 1.5126  0.19
C: -1.6289 -1.0350 1.2622  -0.18
C: -1.3460 -2.0357 2.1555  0.06
H: -0.2808 -6.5407 2.7044  0.08
H: 0.3114 -5.7392 1.2473  0.08
H: -1.4119 -6.1119 1.4181  0.09
H: -1.6502 -5.3986 4.3667  0.08
H: -2.8147 -4.8556 3.1456  0.09
H: -2.0537 -3.6852 4.2222  0.08
H: 0.8001 -4.8445 4.1218  0.08
H: 0.4522 -3.1218 3.9177  0.08
H: 1.3776 -3.9807 2.6844  0.07
H: -0.9251 -4.5188 -0.1179  0.09
H: -1.4404 -2.6897 -1.6945  0.12
H: -1.3082 -1.8126 3.2141  0.13
F: -4.3479 4.3993 2.7853  -0.53
Te: -3.3229 3.6330 1.3531  2.08
F: -4.8489 3.8307 0.3022  -0.44
F: -0.4534 3.7204 1.4794  -0.56
F: -2.8228 5.1112 0.1380  -0.52
F: -4.1806 1.9122 1.6357  -0.50
O: -1.9750 2.2006 -0.0598  -0.22
C: 2.6388 4.4916 1.7885  -0.14
S: 2.3128 4.7017 0.0655  0.43
O: 3.4351 5.3628 -0.5436  -0.32
O: 2.1071 3.2901 -0.4454  -0.43
O: 1.0407 5.3895 -0.0394  -0.36
H: 3.5987 3.9929 1.9035  0.06
H: 1.8184 3.9078 2.2032  0.04
H: 2.6611 5.4820 2.2381  0.07

***

Ordering by calculated energy gives the sequence A, B, with the first entry being the most stable.